{"formula": "C4H9NO", "method": "ωB97M-V/def2-TZVPD", "relative_energy_kcal_mol": 4.25, "e_lumo_ev": 0.93, "smiles": "CCNC(C)=O", "gap_ev": 10.532, "symbols": ["C", "C", "N", "C", "O", "C", "H", "H", "H", "H", "H", "H", "H", "H", "H"], "positions_angstrom": [[-2.036, 0.371, 0.275], [-1.212, -0.425, -0.732], [0.197, -0.065, -0.704], [0.987, -0.441, 0.342], [0.601, -1.215, 1.204], [2.370, 0.180, 0.376], [-3.085, 0.057, 0.254], [-1.994, 1.444, 0.055], [-1.645, 0.204, 1.283], [-1.284, -1.494, -0.512], [-1.576, -0.270, -1.754], [0.523, 0.659, -1.324], [2.644, 0.691, -0.552], [3.104, -0.599, 0.592], [2.405, 0.902, 1.198]], "mulliken_charge": [-1.052, -0.423, -0.218, 0.653, -0.618, -0.946, 0.331, 0.278, 0.316, 0.255, 0.360, 0.240, 0.307, 0.278, 0.240]}

{"formula": "C2H6IN2S", "method": "ωB97M-V/def2-TZVPD", "relative_energy_kcal_mol": 28.59, "e_lumo_ev": -5.03, "gap_ev": 7.804, "charge": 1, "symbols": ["C", "C", "N", "N", "S", "I", "H", "H", "H", "H", "H", "H"], "positions_angstrom": [[-0.435, -0.566, -0.921], [0.919, 0.802, 0.660], [-1.542, -0.844, -1.628], [-0.170, 0.602, -0.228], [0.388, -0.174, 2.678], [0.684, -2.234, -0.293], [1.172, 1.752, 0.961], [1.863, 0.388, 0.421], [-2.236, -0.094, -1.829], [-1.527, -1.574, -2.299], [-0.685, 1.499, -0.378], [1.570, 0.444, 2.857]], "mulliken_charge": [0.376, -0.984, -0.360, -0.157, -0.098, 0.302, 0.460, 0.472, 0.257, 0.271, 0.293, 0.168]}

{"formula": "C2H2O3S", "method": "ωB97M-V/def2-TZVPD", "relative_energy_kcal_mol": 35.97, "e_lumo_ev": -0.77, "smiles": "O=C(O)C(O)=S", "gap_ev": 8.932, "symbols": ["C", "C", "H", "H", "O", "O", "O", "S"], "positions_angstrom": [[-0.735, -0.198, -0.148], [0.809, -0.849, -0.015], [-1.548, 1.440, 0.280], [1.462, 1.206, 0.082], [-0.686, 1.152, -0.160], [1.754, 0.194, 0.057], [1.039, -2.013, -0.108], [-2.095, -0.933, 0.012]], "mulliken_charge": [0.466, 0.497, 0.348, 0.399, -0.473, -0.513, -0.424, -0.300]}

{"formula": "C24H30O7S2", "method": "ωB97M-V/def2-TZVPD", "relative_energy_kcal_mol": 0.49, "e_lumo_ev": 0.43, "smiles": "CC(=O)CC(C)(C)S(=O)(=O)c1ccc(Oc2ccc(S(=O)(=O)C(C)(C)CC(C)=O)cc2)cc1", "gap_ev": 9.431, "symbols": ["C", "C", "O", "C", "H", "C", "C", "H", "H", "H", "C", "H", "H", "H", "S", "O", "O", "C", "C", "C", "C", "C", "C", "H", "H", "O", "C", "C", "C", "C", "C", "C", "H", "H", "S", "O", "O", "C", "C", "H", "H", "H", "C", "H", "H", "H", "C", "H", "C", "O", "C", "H", "H", "H", "H", "H", "H", "H", "H", "H", "H", "H", "H"], "positions_angstrom": [[1.924, 0.966, 0.692], [2.417, -0.328, 1.292], [2.252, -1.381, 0.725], [3.146, -0.144, 2.606], [2.501, 0.451, 3.261], [3.593, -1.362, 3.407], [4.190, -2.508, 2.617], [3.540, -2.805, 1.800], [4.331, -3.355, 3.285], [5.157, -2.222, 2.206], [4.519, -0.931, 4.536], [4.040, -0.163, 5.138], [4.722, -1.785, 5.179], [5.462, -0.549, 4.147], [2.107, -1.992, 4.329], [1.576, -0.875, 5.073], [2.498, -3.163, 5.068], [0.895, -2.449, 3.089], [0.965, -3.679, 2.465], [0.160, -3.935, 1.372], [-0.696, -2.942, 0.905], [-0.819, -1.734, 1.591], [-0.016, -1.490, 2.685], [-0.075, -0.563, 3.232], [-1.516, -0.988, 1.241], [-1.443, -3.193, -0.216], [-1.573, -2.164, -1.110], [-2.771, -2.047, -1.809], [-2.943, -1.001, -2.696], [-1.924, -0.084, -2.879], [-0.701, -0.246, -2.255], [-0.520, -1.286, -1.366], [0.426, -1.424, -0.862], [0.098, 0.440, -2.482], [-2.193, 1.326, -3.964], [-3.002, 0.860, -5.061], [-0.905, 1.896, -4.287], [-3.168, 2.648, -3.062], [-3.971, 3.339, -4.151], [-4.551, 4.164, -3.738], [-3.306, 3.721, -4.922], [-4.645, 2.627, -4.619], [-4.065, 1.984, -2.039], [-3.476, 1.488, -1.272], [-4.706, 1.253, -2.525], [-4.700, 2.729, -1.559], [-2.158, 3.618, -2.451], [-2.690, 4.308, -1.788], [-1.068, 2.955, -1.635], [-1.280, 2.064, -0.845], [0.303, 3.507, -1.890], [1.018, 3.128, -1.165], [0.290, 4.594, -1.873], [0.588, 3.186, -2.892], [-1.695, 4.196, -3.250], [-3.858, -0.892, -3.255], [-3.553, -2.769, -1.636], [0.207, -4.876, 0.847], [1.660, -4.417, 2.835], [4.021, 0.476, 2.377], [0.845, 0.909, 0.546], [2.165, 1.827, 1.306], [2.371, 1.080, -0.295]], "mulliken_charge": [-1.214, 1.033, -0.597, -1.896, 0.481, 1.745, -1.777, 0.336, 0.463, 0.404, -1.910, 0.476, 0.452, 0.452, 1.593, -0.727, -0.744, 0.011, -0.514, -0.955, 0.061, 0.105, -0.782, 0.562, 0.527, -0.466, -0.133, -1.012, -0.504, -0.210, -0.504, -0.052, 0.756, 0.618, 1.507, -0.757, -0.724, 1.635, -1.827, 0.431, 0.483, 0.413, -1.802, 0.326, 0.390, 0.490, -1.392, 0.541, 1.062, -0.503, -1.322, 0.174, 0.454, 0.291, 0.348, 0.559, 0.509, 0.491, 0.544, 0.589, 0.175, 0.454, 0.384]}

{"formula": "C10H14NS", "method": "ωB97M-V/def2-TZVPD", "relative_energy_kcal_mol": 63.28, "e_lumo_ev": -4.18, "smiles": "CC(=[NH2+])C[C@@H]1C=CC=C/C1=C/S", "gap_ev": 7.146, "charge": 1, "symbols": ["C", "C", "C", "C", "C", "C", "C", "C", "C", "C", "N", "S", "H", "H", "H", "H", "H", "H", "H", "H", "H", "H", "H", "H", "H", "H"], "positions_angstrom": [[0.671, 0.041, -2.450], [0.338, -1.379, -2.279], [1.313, 0.589, -1.439], [0.196, -1.868, -1.030], [1.204, 0.161, 0.010], [0.646, -1.197, 0.202], [0.627, -1.793, 1.411], [-2.175, 1.063, 1.387], [0.303, 1.240, 0.746], [-1.118, 1.229, 0.343], [-1.425, 1.178, -0.929], [1.441, -0.955, 2.811], [0.798, 0.628, -3.332], [0.128, -2.004, -3.118], [1.759, 1.595, -1.536], [-0.017, -2.919, -0.934], [2.130, 0.338, 0.523], [-3.150, 0.742, 0.941], [-2.211, 2.050, 1.879], [-1.745, 0.391, 2.175], [0.900, 2.101, 0.517], [0.325, 1.064, 1.813], [0.494, -2.911, 1.452], [-2.346, 1.332, -1.118], [-0.684, 1.361, -1.622], [1.598, -2.077, 3.579]], "mulliken_charge": [-0.502, -0.537, -0.888, -0.729, 0.167, 0.503, -0.562, -1.226, -1.013, 0.705, -0.124, -0.225, 0.487, 0.448, 0.358, 0.360, 0.689, 0.412, 0.367, 0.329, 0.449, 0.424, 0.394, 0.223, 0.312, 0.179]}

{"formula": "C16H32ClI2O3P", "method": "ωB97M-V/def2-TZVPD", "e_lumo_ev": 0.47, "smiles": "C=CP(Cl)(I)(COCC)C[C@H](C)I.C1CCOC1.C1CCOC1", "gap_ev": 9.328, "symbols": ["C", "C", "P", "Cl", "I", "C", "O", "C", "C", "C", "C", "C", "I", "H", "H", "H", "H", "H", "H", "H", "H", "H", "H", "H", "H", "H", "H", "H", "H", "C", "C", "C", "O", "C", "H", "H", "H", "H", "H", "H", "H", "H", "C", "C", "C", "O", "C", "H", "H", "H", "H", "H", "H", "H", "H"], "positions_angstrom": [[2.322, 4.059, -1.495], [1.017, 3.873, -1.696], [0.209, 2.256, -1.594], [0.615, 2.196, 0.526], [-0.212, 2.474, -4.169], [1.241, 0.750, -2.017], [1.932, 0.198, -0.946], [1.965, -1.221, -0.929], [1.464, -1.727, 0.417], [-1.626, 2.206, -1.338], [-2.167, 1.337, -0.196], [-3.461, 0.638, -0.676], [-2.714, 2.526, 1.517], [2.998, 3.229, -1.357], [2.704, 5.067, -1.492], [0.363, 4.698, -1.939], [1.955, 1.129, -2.748], [0.578, 0.044, -2.512], [2.977, -1.590, -1.090], [1.345, -1.646, -1.718], [0.382, -1.647, 0.443], [1.880, -1.091, 1.190], [1.785, -2.753, 0.554], [-1.959, 3.234, -1.227], [-2.032, 1.822, -2.264], [-1.472, 0.563, 0.099], [-4.162, 0.493, 0.134], [-3.225, -0.303, -1.163], [-3.967, 1.291, -1.382], [-2.521, -3.876, -3.386], [-3.508, -3.245, -2.408], [-2.711, -3.263, -1.111], [-1.336, -3.130, -1.482], [-1.196, -3.312, -2.893], [-2.720, -3.635, -4.429], [-2.532, -4.963, -3.279], [-3.724, -2.216, -2.706], [-4.453, -3.780, -2.329], [-2.837, -4.211, -0.578], [-2.979, -2.450, -0.434], [-0.986, -2.339, -3.353], [-0.352, -3.975, -3.087], [3.176, 1.473, 5.165], [1.673, 1.669, 4.983], [1.393, 0.787, 3.774], [2.337, -0.289, 3.833], [3.341, 0.003, 4.805], [3.531, 1.704, 6.169], [3.723, 2.099, 4.457], [1.137, 1.293, 5.858], [1.379, 2.705, 4.824], [1.550, 1.333, 2.840], [0.382, 0.378, 3.770], [3.179, -0.639, 5.678], [4.322, -0.226, 4.386]], "mulliken_charge": [-0.833, -0.078, -0.122, -0.179, -0.253, -0.387, -0.230, -0.238, -0.831, -0.634, -0.286, -1.361, 0.102, 0.235, 0.283, 0.390, 0.458, 0.336, 0.296, 0.179, 0.079, 0.202, 0.440, 0.381, 0.562, 0.365, 0.535, 0.100, 0.442, -0.613, -0.412, -0.488, -0.287, -0.406, 0.351, 0.260, 0.184, 0.387, 0.320, 0.215, 0.212, 0.310, -0.568, -0.584, 0.076, -0.426, -0.430, 0.359, 0.258, 0.270, 0.330, -0.189, 0.387, 0.263, 0.264]}

{"formula": "C30H25N7O6V", "method": "ωB97M-V/def2-TZVPD", "relative_energy_kcal_mol": 0.00, "multiplicity": 3, "e_lumo_ev": [-3.47, -3.64], "gap_ev": [7.755, 7.605], "charge": 1, "symbols": ["V", "C", "C", "C", "C", "N", "C", "N", "C", "N", "C", "N", "C", "C", "C", "C", "C", "N", "C", "C", "C", "C", "C", "C", "H", "H", "H", "H", "H", "H", "H", "H", "H", "H", "H", "H", "O", "C", "O", "C", "N", "C", "C", "C", "H", "H", "H", "H", "H", "H", "H", "H", "H", "O", "C", "O", "C", "C", "C", "C", "C", "C", "N", "O", "O", "H", "H", "H", "H"], "positions_angstrom": [[-0.057, -0.189, -0.311], [3.662, 1.377, -1.693], [3.527, 2.764, -1.741], [2.374, 3.341, -1.266], [1.346, 2.542, -0.762], [1.474, 1.205, -0.739], [2.616, 0.646, -1.184], [0.218, 3.202, -0.296], [-0.878, 2.650, 0.059], [-1.228, 1.292, 0.097], [-2.564, 1.196, 0.511], [-3.296, 0.163, 0.684], [-2.905, -1.152, 0.477], [-3.885, -2.126, 0.679], [-3.582, -3.457, 0.521], [-2.286, -3.815, 0.159], [-1.370, -2.809, -0.031], [-1.658, -1.502, 0.119], [-3.070, 2.559, 0.766], [-4.311, 2.997, 1.185], [-4.487, 4.368, 1.324], [-3.450, 5.261, 1.044], [-2.207, 4.809, 0.620], [-2.043, 3.443, 0.492], [4.548, 0.876, -2.052], [4.321, 3.379, -2.142], [2.216, 4.410, -1.274], [2.669, -0.437, -1.149], [-4.872, -1.788, 0.958], [-4.339, -4.214, 0.673], [-1.995, -4.845, 0.021], [-0.353, -3.039, -0.328], [-5.109, 2.295, 1.384], [-5.444, 4.755, 1.646], [-3.622, 6.323, 1.153], [-1.398, 5.488, 0.388], [1.798, -1.367, 3.242], [1.088, -0.614, 2.586], [0.801, -0.714, 1.352], [0.424, 0.560, 3.325], [1.013, 0.518, 4.715], [-0.100, 0.312, 5.706], [-1.181, -0.354, 4.872], [-1.084, 0.371, 3.529], [0.681, 1.494, 2.824], [1.579, 1.334, 4.931], [1.634, -0.331, 4.636], [-0.410, 1.291, 6.069], [0.264, -0.286, 6.537], [-2.161, -0.266, 5.336], [-0.955, -1.415, 4.751], [-1.589, 1.338, 3.567], [-1.521, -0.201, 2.718], [1.460, -1.080, -3.560], [0.598, -0.337, -3.158], [-0.177, -0.639, -2.115], [0.366, 1.016, -3.769], [-0.709, 1.812, -3.384], [-0.829, 3.102, -3.870], [0.139, 3.572, -4.736], [1.199, 2.791, -5.161], [1.306, 1.500, -4.674], [0.044, 4.972, -5.214], [-0.893, 5.634, -4.818], [0.938, 5.379, -5.926], [-1.453, 1.417, -2.708], [-1.648, 3.748, -3.587], [1.922, 3.198, -5.852], [2.121, 0.855, -4.970]], "mulliken_charge": [0.809, -0.969, -0.409, -0.708, 0.162, 0.606, -0.315, -0.347, -0.692, 1.655, -0.575, -0.434, 0.449, -0.762, -0.387, -0.906, -0.375, 0.344, 0.444, -0.418, -0.684, -0.677, -0.391, 0.374, 0.484, 0.447, 0.595, 0.460, 0.563, 0.432, 0.454, 0.430, 0.563, 0.446, 0.461, 0.570, -0.755, 0.285, -0.494, -0.463, 0.031, -0.644, -0.821, 0.156, 0.399, 0.353, 0.468, 0.323, 0.409, 0.420, 0.348, 0.445, -0.496, -0.638, 0.070, -0.531, 0.167, -0.018, -0.425, -0.019, -0.473, -0.823, 1.028, -0.604, -0.605, 0.591, 0.554, 0.524, 0.537]}